Record 1
Density functional theory data (the ωB97M-V functional and the def2-TZVPD basis) for a 2-piece molecular cluster, CH8N3P overall at a distorted geometry.

Computed properties:
**Lowest unoccupied orbital energy**: 0.497 eV
**Energy relative to the best compared isomer or geometry (same formula, charge and spin)**: 1.630 eV
**M**: 93.07 g/mol

Geometry as XYZ:
```
13
Properties=species:S:1:pos:R:3:forces:R:3
C -1.416 0.189 1.350 1.515 -1.381 -2.377
N 1.905 -1.254 0.892 -0.483 -0.333 3.203
N 0.249 -0.057 -0.895 1.099 -1.809 -0.975
N -1.944 1.336 -1.390 -1.098 -0.783 2.095
P -1.226 0.366 -0.355 -0.468 1.865 1.001
H -0.922 -0.703 1.820 -0.686 1.118 -0.449
H -2.206 0.725 1.822 -0.488 0.063 0.224
H 1.999 -0.221 0.968 1.097 -1.020 -0.651
H 2.762 -1.854 0.706 -1.289 1.697 0.719
H 0.543 -0.279 -1.881 -1.271 0.744 1.319
H 0.750 -0.750 -0.279 -0.442 0.644 -0.328
H -2.860 1.593 -0.904 1.311 -0.301 -1.078
H 1.519 -1.393 1.917 1.202 -0.505 -2.705
```
Positions in Å, forces in eV/Å.

***

Record 2
Density functional theory data (the ωB97M-V functional and the def2-TZVPD basis) for an isolated ion of composition CH8N4P and charge +1 at a distorted geometry.

Computed properties:
**Lowest unoccupied orbital energy**: -3.076 eV
**Net charge**: +1
**Energy relative to the best compared isomer or geometry (same formula, charge and spin)**: 0.000 eV
**M**: 107.08 g/mol
**SMILES**: NP[NH+]=C(N)N

Geometry as XYZ:
```
14
Properties=species:S:1:pos:R:3:forces:R:3
C -0.186 -0.991 -0.337 -1.161 -1.164 0.737
N 0.454 -2.143 -0.548 0.765 0.827 -0.107
N -1.537 -1.234 -0.209 -0.122 1.657 -0.826
N 0.843 2.311 0.970 0.285 0.498 -0.197
N 0.418 0.171 -0.132 -1.250 -0.702 -0.427
P -0.528 1.620 0.262 0.262 -0.145 0.983
H 0.008 -2.993 -0.276 -0.264 -0.402 0.003
H 1.406 -2.084 -0.313 1.461 -0.446 -0.028
H -1.848 -2.048 -0.713 0.168 -0.438 0.084
H -2.223 -0.509 -0.414 0.498 0.208 0.507
H 1.036 2.183 1.937 -0.478 -0.486 0.906
H 1.172 3.233 0.780 -0.052 0.560 -0.825
H 1.422 0.334 0.006 -0.370 -0.648 -0.354
H -0.437 2.152 -1.012 0.257 0.680 -0.457
```
Positions in Å, forces in eV/Å.

***

Record 3
Density functional theory data (the ωB97M-V functional and the def2-TZVPD basis) for a 2-piece molecular cluster, CH8N5S overall at a distorted geometry.

Computed properties:
**Lowest unoccupied orbital energy**: -5.093 eV
**Net charge**: +1
**Energy relative to the best compared isomer or geometry (same formula, charge and spin)**: 0.000 eV
**M**: 122.18 g/mol

Geometry as XYZ:
```
15
Properties=species:S:1:pos:R:3:forces:R:3
C 0.223 -2.303 -0.899 0.676 -1.370 -0.068
N -0.758 -2.932 -1.536 -0.210 0.360 -0.016
N 0.998 1.465 1.246 0.212 0.227 0.146
N -1.005 0.958 -0.485 0.258 -0.328 -0.082
N 0.045 -0.948 -0.597 0.065 1.601 0.577
N -0.974 -0.236 -0.910 -0.497 -0.206 -0.212
S 1.647 -2.951 -0.392 -0.360 0.230 -0.098
H -0.646 -3.916 -1.734 0.032 0.127 0.010
H -1.608 -2.467 -1.811 -0.009 -0.020 -0.017
H 1.923 1.064 1.107 0.002 0.062 0.074
H 0.702 1.214 2.185 0.069 0.015 0.041
H -1.819 1.502 -0.745 -0.002 -0.246 -0.106
H -0.228 1.307 0.174 -0.082 -0.183 -0.122
H 0.812 -0.544 -0.044 -0.248 -0.257 -0.230
H 1.129 2.474 1.241 0.094 -0.013 0.103
```
Positions in Å, forces in eV/Å.

***

Record 4
Density functional theory data (the ωB97M-V functional and the def2-TZVPD basis) for one molecule with the formula CH8N6 at a distorted geometry.

Computed properties:
**Lowest unoccupied orbital energy**: 0.727 eV
**Energy relative to the best compared isomer or geometry (same formula, charge and spin)**: 2.512 eV
**M**: 104.12 g/mol
**SMILES**: [H]/N=C(\NN)NNN

Geometry as XYZ:
```
15
Properties=species:S:1:pos:R:3:forces:R:3
N 0.459 0.787 0.269 -2.061 0.320 -0.098
N 1.793 0.630 0.788 -0.256 0.438 0.849
N -1.558 0.176 -0.218 -0.715 -0.969 -1.169
C -0.162 -0.283 -0.276 -0.738 0.951 -0.417
N 2.743 0.265 -0.186 -0.103 0.218 -0.368
N -2.279 -0.284 0.922 -0.006 -0.379 0.059
N 0.337 -1.278 -0.889 -0.059 -0.458 0.095
H -0.546 1.303 0.516 3.735 -0.169 0.345
H 2.051 1.548 1.143 -0.020 -0.254 -0.067
H -2.022 -0.046 -1.103 0.019 -0.055 0.296
H 2.646 0.830 -1.034 -0.074 -0.080 0.141
H 2.543 -0.697 -0.447 -0.004 0.170 0.073
H -3.160 0.221 0.964 0.262 -0.036 -0.003
H -2.484 -1.281 0.855 -0.007 0.169 -0.021
H -0.362 -1.892 -1.304 0.027 0.135 0.285
```
Positions in Å, forces in eV/Å.

***

Record 5
Density functional theory data (the ωB97M-V functional and the def2-TZVPD basis) for a 2-piece molecular cluster, CH8NO overall at a distorted geometry.

Computed properties:
**Lowest unoccupied orbital energy**: -4.042 eV
**Net charge**: +1
**Energy relative to the best compared isomer or geometry (same formula, charge and spin)**: 0.882 eV
**M**: 50.08 g/mol

Geometry as XYZ:
```
11
Properties=species:S:1:pos:R:3:forces:R:3
N 1.298 1.467 0.245 1.573 0.672 1.139
H 2.047 1.007 -0.304 -0.406 0.105 0.491
H 0.473 0.880 0.180 -0.842 -0.954 -0.689
H 1.124 2.385 -0.200 0.122 -0.316 0.801
H 1.568 1.484 1.280 -0.201 0.533 -1.836
C -1.297 -1.158 0.252 2.815 -0.247 -0.339
O -0.205 -0.580 -0.520 -0.179 0.478 0.629
H -0.887 -2.072 0.586 -0.152 -1.304 0.370
H -2.191 -1.271 -0.251 -1.698 -0.099 -1.226
H -1.371 -0.541 1.076 -0.721 1.270 1.781
H -0.424 -0.554 -1.435 -0.310 -0.138 -1.121
```
Positions in Å, forces in eV/Å.

***

Record 6
Density functional theory data (the ωB97M-V functional and the def2-TZVPD basis) for a 4-piece molecular cluster, CH8NO5 overall at a distorted geometry.

Computed properties:
**Lowest unoccupied orbital energy**: 3.906 eV
**Net charge**: -1
**Energy relative to the best compared isomer or geometry (same formula, charge and spin)**: 0.483 eV
**M**: 114.08 g/mol

Geometry as XYZ:
```
15
Properties=species:S:1:pos:R:3:forces:R:3
N 1.750 -0.032 2.119 0.171 0.519 0.000
C 1.370 -0.321 0.776 -0.797 -0.572 0.214
O 0.211 0.108 0.467 0.469 0.292 0.042
O 2.134 -0.986 0.072 0.349 -0.073 -0.064
H 1.043 0.482 2.615 -0.103 -0.191 0.106
H 2.182 -0.757 2.665 0.144 -0.075 -0.310
H -1.483 0.784 -1.887 0.052 0.501 0.334
H -1.171 0.214 -3.172 0.098 0.465 -0.108
O -1.425 1.080 -2.800 -0.069 -0.879 -0.262
H -1.715 0.813 0.483 -0.280 0.132 -0.053
H -1.070 1.132 1.690 0.047 0.144 0.112
O -1.923 1.320 1.278 -0.234 -0.022 0.069
H -0.405 -0.833 -0.946 0.835 -0.268 0.165
H 0.731 -1.532 -1.691 0.129 0.212 0.460
O -0.229 -1.471 -1.668 -0.811 -0.184 -0.707
```
Positions in Å, forces in eV/Å.

***

Record 7
Density functional theory data (the ωB97M-V functional and the def2-TZVPD basis) for one molecule with the formula CH8NPSi2 at a distorted geometry.

Computed properties:
**Lowest unoccupied orbital energy**: -0.243 eV
**Energy relative to the best compared isomer or geometry (same formula, charge and spin)**: 0.445 eV
**M**: 121.23 g/mol
**SMILES**: [H]/N=P/C([SiH3])[SiH3]

Geometry as XYZ:
```
13
Properties=species:S:1:pos:R:3:forces:R:3
C -0.328 -0.229 0.137 2.520 1.730 1.123
N -1.076 1.652 2.037 -0.085 0.728 -0.202
Si -0.689 -0.038 -1.705 -1.886 -3.814 2.351
Si 1.466 -1.048 0.401 -2.312 -0.161 -2.599
P -0.206 1.652 0.735 -0.030 -1.969 -0.479
H -1.046 -0.609 0.877 0.012 -0.251 -0.674
H -1.142 2.641 2.332 0.051 -0.544 0.209
H -0.293 -1.212 -2.517 0.122 0.156 -0.052
H -2.112 -0.199 -1.365 -0.661 0.697 -1.260
H -0.037 1.084 -2.076 1.037 2.694 -1.188
H 2.172 -1.072 -1.002 -0.464 0.006 1.294
H 1.171 -2.415 0.856 0.346 -0.080 0.134
H 2.119 -0.205 1.291 1.351 0.807 1.343
```
Positions in Å, forces in eV/Å.

***

Record 8
Density functional theory data (the ωB97M-V functional and the def2-TZVPD basis) for a 2-piece molecular cluster, CH8NS overall at a distorted geometry.

Computed properties:
**Lowest unoccupied orbital energy (spin up / spin down)**: -8.549 / -13.564 eV
**Net charge**: +2
**Energy relative to the best compared isomer or geometry (same formula, charge and spin)**: 0.000 eV
**Expectation value of S²**: 0.753
**Multiplicity**: 2
**M**: 66.15 g/mol

Geometry as XYZ:
```
11
Properties=species:S:1:pos:R:3:forces:R:3
N -1.884 -1.043 1.339 0.373 0.281 -0.992
H -1.999 -1.992 0.951 -0.475 0.107 0.503
H -1.337 -1.071 2.203 0.107 -0.060 0.029
H -2.765 -0.550 1.522 -0.257 -0.386 -0.005
H -1.390 -0.517 0.589 -0.475 -0.291 1.070
C 2.008 1.060 -1.074 0.565 -0.079 -1.579
S 0.717 0.000 -0.517 0.333 0.678 -0.250
H 1.790 1.615 -1.997 -0.574 -0.019 0.449
H 2.758 0.320 -1.425 0.244 0.159 0.582
H 2.441 1.739 -0.327 -0.122 -0.424 0.349
H -0.338 0.439 -1.262 0.281 0.034 -0.155
```
Positions in Å, forces in eV/Å.

***

Record 9
Density functional theory data (the ωB97M-V functional and the def2-TZVPD basis) for CH8Na6O7 as an isolated structure at a distorted geometry.

Computed properties:
**Lowest unoccupied orbital energy**: -17.474 eV
**Net charge**: +4
**Energy relative to the best compared isomer or geometry (same formula, charge and spin)**: 19.016 eV
**M**: 270.01 g/mol

Geometry as XYZ:
```
22
Properties=species:S:1:pos:R:3:forces:R:3
Na 1.893 0.615 1.162 2.591 2.398 0.718
Na 1.796 -0.737 -1.503 3.451 -0.348 -2.720
Na 2.024 -2.087 0.815 4.946 -4.280 2.062
Na -2.055 0.511 -0.932 -2.508 2.126 -0.399
Na -0.059 -1.105 2.076 -1.739 -1.577 5.829
Na -0.622 -1.563 -2.129 -2.145 -4.023 -4.815
C 0.027 -0.377 -0.101 -2.287 3.471 3.025
O 0.464 -1.414 0.234 5.489 -6.825 0.753
O -0.039 -0.085 -1.227 0.432 -1.348 -3.705
O -0.330 0.360 0.802 -7.434 -6.897 -4.917
O -0.351 1.710 -2.102 -0.779 3.192 -2.194
H 0.197 1.098 -1.610 -0.040 3.396 -1.474
H -0.195 1.486 -3.020 -0.080 0.774 -0.946
O 0.487 1.154 2.425 1.807 0.421 6.304
H -0.075 1.241 3.195 0.388 0.965 1.165
H -0.105 0.878 1.726 0.160 2.921 4.099
O 0.036 2.368 0.361 1.412 3.260 -1.092
H -0.181 1.437 0.386 -0.374 3.957 -1.226
H 0.882 2.406 -0.086 0.194 1.604 -0.661
O -1.189 -2.676 -0.539 -1.459 -0.502 0.263
H -1.697 -3.256 0.029 -0.841 -0.943 -0.228
H -0.907 -1.964 0.035 -1.183 -1.741 0.160
```
Positions in Å, forces in eV/Å.

***

Record 10
Density functional theory data (the ωB97M-V functional and the def2-TZVPD basis) for a 3-piece molecular cluster, CH8O2 overall at a distorted geometry.

Computed properties:
**Lowest unoccupied orbital energy (spin up / spin down)**: -3.381 / -12.400 eV
**Net charge**: +1
**Energy relative to the best compared isomer or geometry (same formula, charge and spin)**: 0.631 eV
**Expectation value of S²**: 0.757
**Multiplicity**: 2
**M**: 52.07 g/mol

Geometry as XYZ:
```
11
Properties=species:S:1:pos:R:3:forces:R:3
C -1.370 4.178 2.782 -0.042 0.009 0.438
H -2.412 4.457 2.913 0.048 0.292 0.133
H -1.387 3.233 2.246 0.418 0.117 -0.273
H -0.893 4.037 3.747 -0.214 -0.233 0.235
H -0.795 4.981 2.326 -0.211 -0.185 -0.533
H -0.840 -4.343 0.757 0.000 -0.226 -0.684
H -0.513 -2.969 0.224 0.025 0.043 -0.513
O -0.672 -3.882 -0.106 0.003 0.197 1.158
H 3.474 -3.740 -4.650 -0.460 -0.029 0.304
H 2.790 -2.701 -5.520 -0.449 0.030 0.232
O 2.618 -3.252 -4.721 0.881 -0.013 -0.497
```
Positions in Å, forces in eV/Å.

***

no.,E (eV)
1,-14924.1375
2,-16410.3580
3,-19445.0590
4,-10103.3526
5,-4697.1620
6,-12897.2871
7,-27698.1624
8,-13471.6128
9,-41945.0084
10,-5249.4787